Entry 1:
Molecular formula: C23H33InN5S
Method: DFT, wB97M-V/def2-TZVPD

The calculation puts the gap between HOMO and LUMO at 6.99 eV. The charge is +1. The spin multiplicity is 1.

Geometry as XYZ:
```
63
Properties=species:S:1:pos:R:3:forces:R:3:mulliken_charge:R:1
In 0.166933 -0.012504 0.667812 0.255 -0.072 0.193 1.059
S 0.649958 0.557150 -1.815326 -0.064 -0.037 0.123 -0.359
N -1.153147 3.637178 0.324372 -0.165 0.089 0.155 -0.669
N -1.236754 4.414773 -2.024495 -0.060 -0.182 -0.122 -0.550
N 0.344524 2.006365 1.351474 -0.204 0.045 -0.190 -0.530
N -1.588265 1.596758 -2.819960 -0.050 -0.106 -0.023 0.176
N -1.744613 0.626007 -0.709936 0.113 0.036 -0.072 -0.135
C 3.726907 1.069776 3.010628 -0.011 -0.020 -0.005 -1.731
C -3.637456 1.697755 -1.692772 -0.029 -0.069 0.055 -0.783
C -3.011741 0.999677 -0.659351 -0.114 0.059 -0.018 0.024
C -0.347330 2.816195 0.826405 0.137 -0.216 -0.184 0.738
C -1.148486 4.031716 -0.937654 0.198 0.282 0.250 0.607
C -0.385714 -3.035290 4.213473 -0.027 0.001 -0.004 -1.629
C 4.331430 0.358054 0.697176 -0.022 0.009 0.016 -1.541
C 0.263328 -3.327418 0.184730 -0.017 0.014 0.010 2.330
C -2.871741 2.001690 -2.781082 0.053 0.057 -0.016 -0.169
C 3.855617 -0.130554 2.070071 -0.005 0.001 -0.001 1.866
C 0.838750 -2.208160 1.064974 0.117 0.020 0.021 -0.465
C 0.348545 -1.566354 2.346206 -0.170 -0.062 -0.187 0.201
C 4.883849 -1.117243 2.641977 0.009 0.016 -0.029 -1.751
C 0.044130 -4.597404 1.019241 -0.002 0.002 -0.014 -1.758
C 1.268785 -3.685899 -0.918835 -0.009 0.014 0.012 -2.111
C 1.449836 -0.779624 2.812790 0.113 0.131 -0.009 -0.992
C -1.030897 -2.918184 -0.536611 0.023 0.016 0.015 -1.607
C -0.812014 -1.877640 3.294213 -0.029 0.004 0.004 2.343
C -1.090568 -0.650328 4.179456 0.023 -0.039 -0.013 -1.783
C 2.156415 -1.707633 0.882316 -0.100 -0.021 0.005 -0.341
C -0.996275 0.938793 -1.793647 0.017 0.013 -0.034 0.005
C 2.529738 -0.848622 1.937524 -0.011 -0.025 0.050 0.006
C -2.131675 -2.224048 2.604563 0.029 0.009 0.014 -1.526
H -1.166358 -3.224894 4.952294 0.004 -0.010 0.006 0.487
H 4.574118 -1.473166 3.625473 0.000 -0.002 0.004 0.367
H 5.002239 -1.983136 1.988214 0.005 -0.003 -0.001 0.323
H -0.807601 -2.160065 -1.294618 -0.005 0.006 -0.006 0.246
H -0.282979 -0.455797 4.882945 0.010 0.018 -0.010 0.395
H -1.247346 0.252130 3.581220 -0.017 0.009 0.003 0.279
H -1.991888 -0.827855 4.766179 -0.001 0.002 0.014 0.494
H 1.500939 -2.826496 -1.551558 0.004 -0.001 -0.002 0.328
H -0.181244 -5.433088 0.354924 -0.006 -0.003 0.000 0.507
H 1.414797 -0.162059 3.694693 -0.021 -0.005 0.009 0.288
H 2.197231 -4.081951 -0.507667 0.010 0.004 0.001 0.383
H 5.855425 -0.630716 2.743817 0.008 -0.005 0.003 0.466
H -4.667056 2.008980 -1.623085 0.002 0.003 -0.010 0.450
H -3.220673 2.575794 -3.627213 0.007 -0.008 0.002 0.416
H 4.670087 1.615992 3.042699 0.008 0.000 0.011 0.447
H -0.994038 1.903565 -3.582088 -0.018 0.017 0.010 0.286
H 3.591227 1.018486 0.235515 0.005 0.015 0.004 0.239
H -0.211443 -3.956240 3.660125 0.002 0.014 0.019 0.243
H 2.777995 -1.942345 0.034498 0.001 -0.017 -0.019 0.572
H 3.496905 0.755311 4.030013 -0.011 0.001 0.003 0.350
H 0.831242 -4.454928 -1.556220 0.001 -0.002 -0.001 0.471
H -1.454567 -3.778982 -1.056764 -0.006 0.001 -0.004 0.587
H -3.551846 0.747421 0.245839 0.008 -0.011 0.002 0.455
H -2.900006 -2.377640 3.362808 -0.012 0.012 0.003 0.579
H -0.778947 -4.506609 1.723380 0.033 -0.018 -0.024 0.244
H 0.531882 -2.780423 4.744286 0.005 0.003 0.011 0.320
H 5.258554 0.922381 0.803301 0.011 -0.007 -0.006 0.447
H 4.528391 -0.471752 0.016669 -0.014 -0.001 -0.008 0.346
H 0.946795 -4.846727 1.579129 0.005 -0.012 0.002 0.351
H -2.464124 -1.399430 1.962473 -0.013 -0.006 -0.008 0.066
H -2.082815 -3.129583 2.007451 -0.017 0.039 0.024 0.204
H -1.791718 -2.526753 0.134139 0.004 -0.008 -0.029 0.163
H 2.945815 1.756117 2.676461 0.013 0.007 -0.003 0.274
```
Positions in Å, forces in eV/Å.

Entry 2:
Molecular formula: C23H33N2O3S
Method: DFT, wB97M-V/def2-TZVPD

The calculation puts the gap between HOMO and LUMO at 8.19 eV. The charge is +1. The spin multiplicity is 1.

Geometry as XYZ:
```
62
Properties=species:S:1:pos:R:3:forces:R:3:mulliken_charge:R:1
S 3.521845 0.181082 0.156994 0.104 -0.002 0.137 0.004
O -3.361477 1.571036 -0.727034 -0.015 -0.573 0.265 -0.453
O -6.509760 -1.763407 0.751636 0.282 0.463 -0.074 -0.433
O -5.792220 0.944674 0.460494 0.594 -0.298 0.104 -0.450
N -0.845634 0.666190 -0.663913 -0.220 0.199 0.050 0.272
N 1.313898 1.654369 0.832443 -0.354 0.200 0.086 0.363
C 0.907714 2.349992 -0.358699 -0.006 -0.268 -0.082 -0.771
C 3.717223 1.867973 0.850035 -0.019 -0.370 -0.188 -0.576
C -5.324204 -1.457209 0.173546 0.100 0.002 -0.050 1.292
C 0.182070 1.102240 1.523155 -0.005 -0.159 -0.176 -1.092
C 6.751672 -2.201379 0.110866 0.084 0.037 -0.064 -0.721
C -0.430279 0.040950 0.609773 0.146 -0.110 0.920 -0.537
C -3.184628 -2.047841 -0.772439 0.028 0.275 -0.009 -1.507
C -7.200607 0.814502 0.560020 -0.573 0.118 0.080 -0.852
C 7.809076 -1.347360 -0.176714 -0.074 -0.007 0.004 0.716
C -4.405734 -2.414354 -0.240410 -0.199 -0.049 0.084 -0.655
C 2.419924 2.196143 1.586324 0.206 0.034 -0.014 -1.043
C 7.534708 0.002637 -0.368140 0.001 -0.031 0.008 -0.591
C -2.865168 -0.713923 -0.938971 -0.013 0.135 0.021 0.170
C -1.558407 -0.288783 -1.551366 -0.591 -0.334 -0.369 -0.854
C 0.308609 1.319201 -1.314147 0.570 0.585 -0.251 -0.619
C -3.790703 0.267659 -0.552925 -0.053 -0.224 -0.039 0.633
C -4.292623 2.591148 -1.067383 -0.234 0.597 -0.096 -0.873
C 6.246237 0.493100 -0.277040 0.100 -0.055 0.008 -0.497
C 5.206310 -0.371141 0.030623 -0.307 0.202 0.037 0.645
C -5.015667 -0.083707 0.026983 -0.035 0.168 -0.057 0.418
C 5.459997 -1.722025 0.218476 -0.089 0.150 -0.021 -0.780
C -6.883986 -3.117752 0.889927 -0.102 -0.311 0.053 -0.975
C 9.213320 -1.852801 -0.282965 0.050 0.024 0.001 -1.362
H -4.816983 2.959413 -0.186306 0.083 -0.050 -0.136 0.276
H -7.872683 -3.096363 1.344463 0.081 -0.060 -0.036 0.263
H 9.846648 -1.369434 0.459828 0.090 -0.028 0.027 0.326
H -0.580387 1.861953 1.777220 0.012 -0.051 0.053 0.237
H 4.571468 1.868438 1.523851 0.020 0.100 -0.013 0.687
H 9.254740 -2.927414 -0.128082 0.064 -0.064 0.000 0.358
H 4.643511 -2.389270 0.449839 -0.065 -0.096 0.078 0.394
H -3.695084 3.391525 -1.504206 -0.070 -0.045 -0.008 0.324
H -2.483982 -2.810914 -1.070974 0.112 -0.111 -0.041 0.394
H -6.196438 -3.658118 1.546144 -0.013 0.027 -0.036 0.377
H 2.430565 1.702398 2.558494 -0.006 0.041 -0.011 0.380
H -0.018616 1.788617 -2.242710 -0.131 -0.106 0.036 0.410
H -4.630672 -3.460762 -0.127933 -0.073 -0.110 0.032 0.444
H 1.064045 0.559472 -1.526181 -0.122 -0.019 -0.026 0.396
H 6.938951 -3.254374 0.260739 0.049 -0.110 0.013 0.304
H -5.014214 2.234925 -1.802529 0.029 -0.045 0.015 0.331
H -7.490335 0.258544 1.451565 0.027 0.091 -0.121 0.257
H 2.339415 3.281137 1.749616 -0.004 -0.067 0.060 0.273
H 3.901453 2.560755 0.028523 0.066 0.089 0.108 0.360
H 8.342199 0.681804 -0.599696 0.111 0.067 -0.030 0.395
H -1.742591 0.220237 -2.502000 0.179 0.054 0.105 0.326
H 0.167355 3.145286 -0.150977 0.074 0.020 -0.036 0.377
H 1.775283 2.805898 -0.832556 -0.037 0.018 -0.090 0.390
H -7.572589 1.836321 0.631021 -0.006 -0.071 -0.029 0.285
H -1.559099 1.388542 -0.449931 0.153 -0.109 -0.073 0.358
H -7.621831 0.334300 -0.324313 0.028 0.016 0.023 0.368
H -6.942420 -3.618450 -0.080156 0.020 0.030 0.030 0.385
H 0.330312 -0.710459 0.388022 -0.095 0.008 -0.085 0.427
H 6.062018 1.542957 -0.447984 -0.021 0.082 -0.019 0.333
H 0.511698 0.625001 2.445590 -0.072 -0.021 -0.020 0.513
H -0.918147 -1.153438 -1.731639 0.059 0.120 0.040 0.393
H -1.299155 -0.430978 1.070282 0.000 0.041 -0.135 0.463
H 9.624552 -1.625598 -1.265507 0.080 -0.036 -0.042 0.324
```
Positions in Å, forces in eV/Å.

no.,maximum force (eV Å⁻¹),LUMO level (eV)
1,0.43,-4.5
2,0.94,-1.9